[1]
This record from OMol25 describes C9H26Cl2NPV as an isolated structure in a non-equilibrium geometry. The level of theory is the ωB97M-V functional and the def2-TZVPD basis.

XYZ file:
```
40
C9H26Cl2NPV, DFT the ωB97M-V functional and the def2-TZVPD basis
V 0.062 0.034 5.190
Cl 1.013 -0.420 3.126
Cl -2.061 -1.005 5.005
H -0.454 1.466 4.986
H 1.443 0.811 5.425
P 0.135 0.090 -0.853
C 1.838 -0.500 -1.441
C -1.070 -0.828 -1.961
C 0.137 1.873 -1.480
C 2.387 -1.528 -0.456
H 2.450 0.401 -1.342
C 1.970 -0.996 -2.874
H 1.421 -1.921 -3.036
H 3.017 -1.205 -3.102
H 1.618 -0.273 -3.604
H 2.364 -1.151 0.565
H 3.419 -1.785 -0.701
H 1.808 -2.450 -0.475
H 1.128 2.216 -1.167
C -0.879 2.705 -0.702
C 0.019 2.103 -2.978
H 0.814 1.616 -3.535
H 0.072 3.170 -3.203
H -0.930 1.742 -3.371
H -0.757 2.576 0.371
H -1.903 2.435 -0.950
H -0.758 3.765 -0.933
C -1.071 -2.302 -1.571
H -0.759 -0.736 -3.003
C -2.475 -0.258 -1.817
H -0.101 -2.774 -1.706
H -1.790 -2.854 -2.178
H -1.353 -2.424 -0.526
H -2.783 -0.231 -0.771
H -3.191 -0.882 -2.355
H -2.560 0.749 -2.214
N -0.494 -0.273 7.149
H 0.267 0.087 7.767
H -0.620 -1.291 7.347
H -1.371 0.249 7.375
```

Summary:
- spin multiplicity = 3
- LUMO level (spin up / spin down) (eV) = 2.9 / 2.9
- orbital gap (spin up / spin down) (eV) = 6.65 / 7.20
- relative energy (zero: lowest compared OMol25 entry of this formula, charge and spin) (eV) = 0.0000
- net charge = -1
- HOMO (spin up / spin down) (eV) = -3.8 / -4.3
- largest force on an atom (hartree/bohr) = 0.0560
- expectation value of S² = 2.020
- molecular weight (g mol⁻¹) = 301.14

Here are the Mulliken charges for atoms 1 to 8, given in e:
1 V -0.221
2 Cl -0.364
3 Cl -0.609
4 H -0.005
5 H -0.024
6 P 0.243
7 C 0.555
8 C 0.629

---

[2]
This record from OMol25 describes a 2-piece molecular cluster, C5H9N overall in a non-equilibrium geometry. The level of theory is the ωB97M-V functional and the def2-TZVPD basis.

XYZ file:
```
15
C5H9N, DFT the ωB97M-V functional and the def2-TZVPD basis
C -0.077 -1.591 -0.244
C -1.279 -1.058 -0.210
C -1.719 0.048 -0.993
H 0.695 -0.921 -0.583
H 0.336 -2.562 0.059
H -2.131 -1.738 -0.003
H -0.810 0.379 -1.583
H -2.083 0.801 -0.321
H -2.446 -0.377 -1.699
C 2.046 1.157 1.152
C 0.647 1.486 1.167
N -0.403 1.883 1.077
H 2.395 2.020 0.581
H 2.035 0.271 0.546
H 2.387 1.010 2.160
```

Summary:
- SMILES = C=CC.CC#N
- spin multiplicity = 1
- LUMO level (eV) = 0.9
- orbital gap (eV) = 10.43
- relative energy (zero: lowest compared OMol25 entry of this formula, charge and spin) (eV) = 2.0252
- HOMO (eV) = -9.5
- largest force on an atom (hartree/bohr) = 0.0857
- molecular weight (g mol⁻¹) = 83.13

Here are the Mulliken charges for atoms 1 to 8, given in e:
1 C -0.698
2 C 0.141
3 C -0.999
4 H 0.093
5 H 0.262
6 H 0.286
7 H 0.251
8 H 0.301

---

[3]
This record from OMol25 describes C31H35CaN8O5S as an isolated structure in a non-equilibrium geometry. The level of theory is the ωB97M-V functional and the def2-TZVPD basis.

XYZ file:
```
81
C31H35CaN8O5S, DFT the ωB97M-V functional and the def2-TZVPD basis
Ca -0.595 -0.683 -0.891
C -0.551 0.389 -4.209
N -0.465 1.725 -3.630
C -0.857 2.815 -4.519
C -0.240 4.122 -4.066
C -0.519 4.308 -2.586
N -0.027 3.154 -1.845
C 0.332 3.345 -0.449
C -0.060 1.908 -2.370
O 0.274 0.913 -1.650
H 0.189 0.233 -4.990
H -1.524 0.237 -4.674
H -0.396 -0.364 -3.438
H -1.950 2.889 -4.535
H -0.529 2.562 -5.527
H -0.661 4.952 -4.631
H 0.838 4.098 -4.232
H -1.593 4.439 -2.411
H -0.012 5.197 -2.211
H 0.891 4.273 -0.347
H 0.957 2.519 -0.125
H -0.558 3.399 0.187
C -4.586 -4.416 3.421
C -3.237 -4.799 2.876
C -3.123 -5.611 1.750
C -1.883 -5.926 1.215
C -0.710 -5.473 1.821
N 0.505 -5.855 1.213
C 1.830 -5.610 1.502
O 2.677 -6.421 1.222
N 2.220 -4.434 2.172
C 1.881 -3.101 1.999
C 2.373 -2.158 2.905
C 2.030 -0.830 2.756
C 1.215 -0.453 1.706
N 0.767 -1.329 0.801
C 1.099 -2.616 0.943
C -0.815 -4.726 2.993
C -2.063 -4.383 3.494
H -5.354 -4.471 2.648
H -4.574 -3.407 3.834
H -4.880 -5.095 4.223
H -4.016 -5.999 1.276
H -1.826 -6.546 0.326
H 0.426 -6.692 0.653
H 3.109 -4.585 2.626
H 3.024 -2.477 3.709
H 2.392 -0.083 3.449
H 0.927 0.583 1.566
H 0.770 -3.295 0.170
H 0.066 -4.447 3.549
H -2.117 -3.797 4.405
N -3.505 0.377 4.870
C -3.443 0.605 3.746
C -3.348 0.857 2.342
C -4.359 1.515 1.639
C -4.181 1.716 0.282
C -3.029 1.249 -0.326
N -2.066 0.597 0.339
C -2.228 0.416 1.647
H -5.250 1.849 2.152
H -4.934 2.224 -0.306
H -2.861 1.397 -1.389
H -1.444 -0.111 2.178
N -2.276 -2.219 -0.523
C -2.076 -2.501 -1.915
C -0.862 -3.059 -2.330
C -0.611 -3.254 -3.684
C -1.583 -2.916 -4.611
C -2.796 -2.383 -4.202
C -3.047 -2.170 -2.854
S -1.137 -2.848 -6.377
O -0.509 -1.526 -6.370
O -0.223 -3.944 -6.577
O -2.399 -2.904 -7.074
H -1.916 -2.981 0.049
H -3.263 -2.144 -0.313
H -0.149 -3.420 -1.592
H 0.316 -3.688 -4.039
H -3.527 -2.159 -4.969
H -3.998 -1.763 -2.524
```

Summary:
- spin multiplicity = 1
- LUMO level (eV) = -3.8
- orbital gap (eV) = 6.34
- relative energy (zero: lowest compared OMol25 entry of this formula, charge and spin) (eV) = 1.9781
- net charge = +1
- HOMO (eV) = -10.2
- largest force on an atom (hartree/bohr) = 0.0563
- molecular weight (g mol⁻¹) = 671.82

Here are the Mulliken charges for atoms 1 to 8, given in e:
1 Ca 2.863
2 C -1.049
3 N 0.487
4 C -0.629
5 C -0.774
6 C -0.530
7 N 0.201
8 C -1.027

---

[4]
This record from OMol25 describes C17H18Cl3FN3O10OsSSi as an isolated structure. The level of theory is the ωB97M-V functional and the def2-TZVPD basis.

XYZ file:
```
55
C17H18Cl3FN3O10OsSSi, DFT the ωB97M-V functional and the def2-TZVPD basis
Os -0.382 -0.562 1.401
Cl -2.959 -4.764 -1.293
C -1.754 -3.488 -1.444
Cl -0.181 -4.196 -1.812
Cl -2.226 -2.380 -2.764
C -1.719 -2.609 -0.154
O -2.699 -2.523 0.543
O -0.590 -2.003 -0.018
C -2.816 1.471 -2.051
Si -1.200 1.444 -1.104
C 0.092 0.485 -2.064
C -0.602 3.196 -0.856
N -1.551 0.671 0.450
C -2.688 1.171 1.157
C -2.597 2.369 1.862
C -3.704 2.871 2.527
C -4.909 2.182 2.499
C -4.995 0.980 1.810
C -3.891 0.471 1.142
H -2.666 1.915 -3.039
H -3.574 2.056 -1.526
H -3.205 0.460 -2.185
H -0.156 0.508 -3.129
H 0.156 -0.561 -1.762
H 1.070 0.952 -1.934
H -0.318 3.625 -1.822
H 0.277 3.191 -0.207
H -1.364 3.840 -0.415
H -1.644 2.880 1.906
H -3.620 3.797 3.081
H -5.771 2.572 3.024
H -5.925 0.427 1.799
H -3.941 -0.475 0.621
O -0.959 -1.031 4.982
S 0.075 -0.659 4.071
O 0.249 -1.727 2.953
O -0.460 0.465 3.090
O 1.338 -0.266 4.610
F 3.661 -3.067 -3.225
C 4.275 -2.334 -2.287
C 3.640 -1.339 -1.664
N 4.253 -0.563 -0.705
C 3.512 0.518 -0.072
C 2.169 0.068 0.482
O 1.354 0.982 0.784
O 1.909 -1.142 0.592
C 5.559 -0.787 -0.324
O 6.149 -0.122 0.501
N 6.170 -1.840 -0.982
C 5.650 -2.677 -1.966
O 6.312 -3.559 -2.466
H 2.608 -1.108 -1.883
H 3.346 1.334 -0.777
H 4.119 0.902 0.745
H 7.123 -2.021 -0.702
```

Summary:
- spin multiplicity = 5
- LUMO level (spin up / spin down) (eV) = 2.4 / 1.2
- orbital gap (spin up / spin down) (eV) = 8.82 / 8.09
- relative energy (zero: lowest compared OMol25 entry of this formula, charge and spin) (eV) = 0.0000
- net charge = -1
- HOMO (spin up / spin down) (eV) = -6.5 / -6.9
- largest force on an atom (hartree/bohr) = 0.0015
- expectation value of S² = 6.014
- molecular weight (g mol⁻¹) = 800.08

Here are the Mulliken charges for atoms 1 to 8, given in e:
1 Os 2.009
2 Cl -0.139
3 C 0.594
4 Cl -0.124
5 Cl -0.161
6 C 0.292
7 O -0.631
8 O -0.718

---

[5]
This record from OMol25 describes C4H12O6Ti as an isolated structure in a non-equilibrium geometry. The level of theory is the ωB97M-V functional and the def2-TZVPD basis.

XYZ file:
```
23
C4H12O6Ti, DFT the ωB97M-V functional and the def2-TZVPD basis
Ti 0.155 -0.022 -0.567
O 1.828 -0.282 -1.202
C 2.476 -1.102 -0.302
C 1.562 -2.145 0.345
O 0.251 -1.662 0.384
H 2.891 -0.456 0.489
H 3.349 -1.562 -0.714
H 1.938 -2.461 1.320
H 1.571 -3.040 -0.315
O -0.064 1.441 0.430
C -1.336 2.159 0.317
C -2.358 1.125 -0.106
O -1.694 0.098 -0.876
H -1.250 2.769 -0.583
H -1.394 2.805 1.226
H -3.140 1.545 -0.697
H -2.843 0.557 0.671
O 2.154 3.323 0.306
H 1.336 2.788 0.134
H 1.824 4.186 0.616
O -2.445 -3.745 -0.230
H -2.992 -3.217 -0.814
H -1.818 -3.101 0.167
```

Summary:
- spin multiplicity = 1
- LUMO level (eV) = -0.5
- orbital gap (eV) = 9.67
- HOMO (eV) = -10.2
- largest force on an atom (hartree/bohr) = 0.0605
- molecular weight (g mol⁻¹) = 204.00

Here are the Mulliken charges for atoms 1 to 8, given in e:
1 Ti 1.594
2 O -0.703
3 C -0.548
4 C -0.167
5 O -0.566
6 H 0.283
7 H 0.382
8 H 0.317

---

[6]
This record from OMol25 describes C4H7N3O in the gas phase in a non-equilibrium geometry. The level of theory is the ωB97M-V functional and the def2-TZVPD basis.

XYZ file:
```
15
C4H7N3O, DFT the ωB97M-V functional and the def2-TZVPD basis
N 2.199 0.427 -0.037
C 0.920 -0.226 -0.039
C 0.523 -1.563 -0.072
C -0.740 -1.709 0.010
C -1.291 -0.402 0.098
O -2.617 -0.076 -0.089
N -0.316 0.520 0.027
N -0.646 1.978 -0.099
H 2.879 -0.089 -0.693
H 2.636 0.447 0.890
H 1.208 -2.439 -0.031
H -1.432 -2.566 -0.048
H -2.833 0.871 0.015
H -0.540 2.508 0.816
H 0.049 2.317 -0.747
```

Summary:
- SMILES = Nc1ccc(O)n1N
- spin multiplicity = 1
- LUMO level (eV) = 0.7
- orbital gap (eV) = 7.69
- relative energy (zero: lowest compared OMol25 entry of this formula, charge and spin) (eV) = 2.9626
- HOMO (eV) = -7.0
- largest force on an atom (hartree/bohr) = 0.1836
- molecular weight (g mol⁻¹) = 113.12

Here are the Mulliken charges for atoms 1 to 8, given in e:
1 N -0.554
2 C -0.118
3 C -0.407
4 C -0.698
5 C 0.694
6 O -0.516
7 N 0.279
8 N -0.756